Entry 1:
# C32H71N6

5 unconnected molecules or ions with the total composition C32H71N6 (ωB97M-V with the def2-TZVPD basis set, the OMol25 dataset).

```
109
Properties=species:S:1:pos:R:3
H 1.939 -1.512 1.491
C -1.560 0.318 -4.200
H 6.092 4.200 7.056
H 1.786 4.979 4.582
H -6.521 -6.980 -2.968
H 3.950 -1.657 2.840
H 0.344 -2.361 0.129
H -1.310 -3.862 2.223
C -1.063 0.596 0.493
H -1.442 0.530 -5.274
H 1.122 5.105 0.719
H 1.338 1.056 -2.694
H -1.823 0.290 -0.225
H -0.720 2.508 -0.415
H 0.045 -5.073 3.413
H 2.338 3.400 0.235
C 0.500 1.304 -3.354
H 3.804 4.428 5.990
H 1.460 -4.242 4.064
H -3.503 -3.928 -4.335
C -4.910 -4.826 -2.153
N -0.151 2.593 1.643
C 1.133 -5.033 3.387
H 2.744 -5.071 1.975
C -2.511 -0.856 -4.023
H 1.503 -5.978 3.787
H -4.274 -6.788 -5.095
H 1.223 -5.562 1.296
C -4.285 -4.670 -4.524
C 2.996 9.330 5.046
H -0.316 6.016 1.162
C 2.040 2.357 0.345
H -2.787 -4.340 -2.236
H 0.268 2.185 -5.341
H 0.247 4.218 2.853
H -7.337 -4.538 -3.140
N 4.646 4.855 5.631
N -5.312 -4.504 -3.510
H 3.451 5.203 2.832
H 1.069 6.945 5.950
H 3.364 10.298 4.799
H -0.114 2.018 -2.793
H 1.194 1.030 1.795
H -5.751 -4.578 -1.500
H -3.512 -4.196 -0.639
H 1.450 2.989 -4.314
H -7.946 -6.699 -3.961
C 0.778 -1.283 -5.384
H -6.393 -6.976 -4.731
N 1.517 -3.520 1.359
N 6.679 5.444 5.395
H 1.571 -0.613 -5.712
C 1.047 2.014 -4.597
C -0.325 3.999 1.943
H -2.167 -1.747 -4.551
C 1.678 -4.830 1.968
N -0.295 0.105 -3.520
H 6.431 6.620 3.598
H -4.722 -4.389 -5.484
H -4.713 -5.900 -2.006
H -0.159 -1.961 -3.580
C -1.010 2.113 0.571
H 4.108 -2.798 1.497
C -6.876 -6.499 -3.880
H 2.953 1.758 0.377
H -0.414 4.790 -0.094
H -6.903 -4.565 -4.830
H 1.535 -2.215 3.050
H 2.680 6.494 6.441
H 1.442 6.408 3.639
C 2.145 5.987 4.358
C -3.690 -4.037 -1.704
H -2.736 -5.963 -5.293
H 1.344 -1.134 -3.305
H 1.855 1.454 -5.066
H -1.791 -2.558 1.151
H -0.089 -1.124 -6.027
C 5.857 4.749 6.162
C 3.552 -2.577 2.409
C 2.071 -2.408 2.106
C 1.215 2.108 1.613
C 4.677 5.636 4.493
H -2.018 1.209 -3.760
H -3.497 -0.607 -4.415
C 2.101 6.886 5.601
H -2.616 -1.104 -2.966
H -3.845 -2.970 -1.869
C -6.639 -4.984 -3.855
H 1.124 -2.304 -5.550
C -0.955 -2.960 1.726
H -0.117 0.164 0.161
H 1.493 2.065 -0.552
H 1.736 2.534 2.478
C 2.592 8.232 5.299
H -1.374 4.150 2.214
C 0.218 -3.235 0.778
H -0.695 -2.222 2.487
H 3.737 -3.378 3.126
C 3.495 5.938 3.639
C 0.429 -1.097 -3.902
H -3.279 -6.422 -3.685
H 3.673 6.906 3.169
H -0.046 -4.060 0.111
H 7.670 5.539 5.556
C 0.044 5.028 0.866
H -1.317 0.167 1.464
C -3.615 -6.044 -4.651
C 5.974 6.007 4.354
H -2.015 2.492 0.771
```

Results
**Net charge**: +1
**Electronic energy**: -1590.060018 Ha
**Orbital gap**: 6.065 eV
**HOMO level**: -9.02 eV
**Maximum force**: 0.36 eV/Å

***

Entry 2:
# C41H29N5O10PPt

A molecular structure, C41H29N5O10PPt (ωB97M-V with the def2-TZVPD basis set, the OMol25 dataset).

```
87
Properties=species:S:1:pos:R:3
C -2.545 3.166 3.236
N -1.540 -5.196 -2.397
H -2.728 2.053 -3.518
C 2.443 -0.735 -2.467
H -2.284 3.940 3.947
C 1.147 -0.840 -0.407
H 4.559 -0.936 -2.236
C 3.599 -0.895 -1.734
C 3.611 -1.040 -0.353
H 3.093 -1.155 2.351
H 7.994 -2.594 4.630
C -3.136 1.988 3.673
N 4.863 -1.256 0.186
C -3.467 0.996 2.761
H 11.343 -2.559 1.706
C -4.978 2.951 -1.140
H -7.079 3.216 -1.467
C -6.045 2.713 -3.279
C 8.734 -1.597 1.491
C 11.287 -1.915 2.588
H -6.945 2.727 -3.881
O 0.142 -0.563 -2.606
C 1.181 -0.712 -1.863
C -3.680 2.340 -3.088
O -3.645 -0.265 -1.296
C -2.671 -4.549 -1.718
O 10.153 -2.209 3.376
H 1.567 5.510 -1.653
N -0.065 -0.839 0.181
C -0.159 -0.930 1.482
H 0.440 3.301 -1.420
H -1.163 -0.925 1.902
C 0.511 5.459 -1.419
C -0.112 4.224 -1.288
O -1.246 1.520 -1.323
P -2.236 2.536 -0.794
C -2.284 3.356 1.886
H -1.823 4.276 1.557
H 0.840 -1.096 3.391
H 12.153 -2.101 3.219
O -5.175 -6.943 0.457
H -5.758 -3.115 0.060
C -4.050 -2.649 -1.096
C 8.930 -2.022 2.800
O -2.047 -2.380 -2.389
H -4.775 2.159 -4.920
C -4.869 -3.510 -0.411
C -6.123 2.991 -1.922
H -2.144 7.477 -0.806
C -3.763 2.620 -1.726
C -3.505 -5.388 -1.017
C -1.576 6.566 -0.944
H -3.298 -6.445 -0.991
H 11.293 -0.870 2.267
H 5.684 -2.340 3.724
N 4.996 -1.607 1.366
O -6.311 -5.246 1.126
C 2.207 -1.053 1.747
C 7.444 -1.425 1.004
N -5.414 -5.746 0.468
C -0.219 6.626 -1.245
H -3.334 1.845 4.729
C -2.616 2.361 0.965
Pt -1.735 -0.480 -1.875
H 9.572 -1.394 0.838
H -5.035 3.134 -0.073
C 7.827 -2.279 3.606
C -3.207 1.177 1.411
O -5.711 -0.978 -1.012
H 7.283 -1.080 -0.009
H 0.266 7.590 -1.345
C -2.866 -3.124 -1.752
C -4.519 -1.211 -1.153
O -1.607 -6.412 -2.550
O -0.599 -4.529 -2.761
C -4.827 2.390 -3.863
C 2.346 -0.966 0.342
H -3.464 0.410 0.689
C -1.469 4.161 -0.986
C 0.963 -1.029 2.317
H -3.260 5.280 -0.586
C -2.202 5.336 -0.817
C 6.334 -1.706 1.795
H 2.478 -0.640 -3.545
C -4.584 -4.868 -0.334
C 6.548 -2.133 3.105
H -3.935 0.078 3.096
```

Results
**ΔE to the lowest compared entry with this formula, charge and spin**: 44.13 kJ/mol
**Net charge**: -1
**Electronic energy**: -3066.604139 Ha
**Orbital gap**: 6.758 eV
**HOMO level**: -4.71 eV
**Maximum force**: 1.07 eV/Å

***

Entry 3:
# C45H38IN5O2P2STeV

A molecular structure, C45H38IN5O2P2STeV (ωB97M-V with the def2-TZVPD basis set, the OMol25 dataset).

```
96
Properties=species:S:1:pos:R:3
C -0.721 2.016 1.364
P 1.524 0.248 -1.035
C 2.429 2.875 -0.881
H 2.950 2.549 0.013
C 0.024 -0.980 -4.503
C 1.446 0.179 0.737
C -2.068 2.380 1.330
C -1.458 4.693 1.554
C 3.698 2.730 3.953
C 0.251 2.998 1.536
I -0.944 -1.535 -7.413
H 5.248 0.821 1.059
S -1.354 -3.273 -0.894
H -3.482 3.993 1.405
H -7.442 -3.949 1.137
C -4.956 -4.495 0.261
N 1.731 -2.193 -4.251
H -4.323 -1.703 -2.043
H -0.484 1.634 3.854
C 3.166 -1.928 -1.381
C -6.693 -3.632 1.862
H -3.928 2.588 -1.947
C 1.657 1.963 -1.599
H 2.284 -2.483 -1.074
C 5.248 2.589 2.290
H 2.518 -2.588 -3.761
C 1.151 3.671 -3.221
H -2.828 1.612 1.228
H -0.592 -1.659 6.579
C -4.295 0.451 -1.989
H 0.678 3.977 -4.145
C -3.712 -4.437 -0.344
V -0.331 -0.969 -0.684
H -0.752 -0.269 -4.263
C 0.209 -1.672 -5.711
H 0.454 1.642 -3.347
O -1.100 -4.463 -1.627
C -2.436 3.714 1.425
C 4.206 0.172 -1.929
H 1.290 2.707 1.617
H 4.156 1.247 -2.041
C -0.478 -2.175 4.499
H 3.287 3.310 4.773
C -2.154 1.451 -1.670
N -1.594 0.230 -1.604
H 4.409 -3.668 -1.510
H 6.266 0.059 -2.517
C 4.783 1.343 1.887
C 1.892 4.585 -2.484
C -0.119 4.335 1.625
H -5.650 -5.279 -0.016
C 3.704 0.792 2.563
C 1.323 -2.449 -5.509
H -4.675 -1.882 2.393
C -3.500 1.598 -1.884
C -0.485 0.567 4.029
Te 2.798 -1.001 1.875
C -3.170 -2.498 1.007
C -5.330 -3.563 1.230
C -0.423 -1.696 3.201
H 6.084 3.054 1.778
H -6.989 -2.671 2.278
H -1.491 2.295 -1.534
C -0.541 -1.287 5.564
H -0.567 0.775 6.161
C 3.163 1.488 3.635
C -4.414 -2.581 1.608
C -3.730 -0.804 -1.942
H 2.337 1.080 4.204
H -3.414 -5.148 -1.103
H -5.366 0.547 -2.114
H -2.477 -1.719 1.295
H 6.400 -2.392 -2.251
C 2.537 4.185 -1.320
N 0.955 -1.305 -3.617
H 1.830 -3.142 -6.159
C -0.538 0.081 5.330
C 1.026 2.363 -2.775
N -1.512 -2.000 -1.862
H 1.983 5.607 -2.827
C 3.089 -0.539 -1.514
C 5.394 -0.500 -2.200
H -0.456 -3.242 4.683
P -0.261 0.260 1.245
O -0.233 -2.840 0.019
C -2.347 -0.884 -1.800
N 4.710 3.288 3.288
H -0.374 -2.388 2.369
H -1.741 5.736 1.597
H 3.126 4.896 -0.753
C -2.830 -3.430 0.035
C 5.469 -1.876 -2.055
H 0.644 5.095 1.743
C -0.424 -0.321 2.958
H -6.695 -4.366 2.671
C 4.350 -2.594 -1.644
```

Results
**Net charge**: +1
**Electronic energy**: -4752.215273 Ha
**Orbital gap**: 6.809 eV
**HOMO level**: -9.99 eV
**Maximum force**: 2.77 eV/Å

***

Entry 4:
# C18H38N2O2RuSSi2Te5

A molecular structure, C18H38N2O2RuSSi2Te5 (ωB97M-V with the def2-TZVPD basis set, the OMol25 dataset).

```
69
Properties=species:S:1:pos:R:3
H -1.040 -0.815 4.012
H -0.404 3.765 1.692
O 0.737 1.757 0.090
C 1.453 -0.695 2.257
H -1.343 -6.703 0.373
H 0.844 -5.239 2.410
C -2.340 -5.613 -4.588
H 4.175 -2.564 0.345
H 0.313 -3.804 -5.331
Te -3.415 -0.902 -1.128
C 2.320 -1.502 0.293
C -0.831 3.773 0.691
O -1.608 0.582 1.268
H 0.407 1.131 2.342
H -2.924 -4.003 -1.723
H 4.313 -2.410 2.848
H 0.793 -4.838 -3.999
N -0.843 -0.260 3.196
C 2.502 -1.261 2.968
H -1.097 4.786 0.394
H -3.933 -0.027 2.016
C 1.552 -5.885 1.894
C 0.494 0.234 2.958
C -1.894 -4.269 -1.971
H 3.413 -6.433 -0.763
H -3.471 0.316 3.706
H 0.702 -3.079 -3.780
C 3.413 -2.063 0.925
H 1.591 -6.836 2.426
Te -1.913 -3.818 1.789
H 2.549 -1.120 4.039
H 2.024 4.061 0.909
H -1.857 -6.514 -4.204
H -0.339 -8.149 0.354
H 2.220 -1.563 -0.789
Te -0.735 -3.243 -0.517
Ru -0.433 -0.372 -0.559
H 2.544 -5.434 1.956
Te 0.289 0.119 -3.046
H -0.706 -7.337 -1.156
H 2.726 -7.984 -0.307
H 0.932 0.513 3.916
H -3.543 -2.545 -4.253
C 3.491 -1.966 2.304
H 2.552 3.806 -0.777
C 1.742 4.151 -0.138
C -0.479 -7.167 -0.102
N 1.342 -0.854 0.930
H 2.257 -7.234 -1.826
C 2.500 -7.029 -0.783
C 0.958 -4.488 -0.786
H -2.040 -1.633 -4.164
H -3.325 -1.326 3.056
C -3.238 -0.268 2.815
Si 1.087 -6.168 0.106
H -1.704 3.125 0.650
Si -1.603 -4.062 -3.844
H -3.407 -5.694 -4.376
H -1.749 -5.302 -1.648
H 0.981 -4.641 -1.867
H 1.838 -3.899 -0.531
H -2.411 -2.576 -5.608
H -2.220 -5.612 -5.672
S 0.339 3.099 -0.479
C -1.846 0.030 2.355
H 1.492 5.180 -0.388
Te -2.113 1.162 -2.139
C -2.485 -2.562 -4.519
C 0.225 -3.942 -4.251
```

Results
**2S+1**: 6
**ΔE to the lowest compared entry with this formula, charge and spin**: 77.75 kJ/mol
**Net charge**: +1
**Electronic energy**: -3380.653502 Ha
**Orbital gap (alpha / beta)**: 6.518 / 5.663 eV
**HOMO level (alpha / beta)**: -9.54 / -9.84 eV
**⟨S²⟩**: 8.796
**Maximum force**: 1.00 eV/Å

***

Entry 5:
# C35H39MnN5

A molecular structure, C35H39MnN5 (ωB97M-V with the def2-TZVPD basis set, the OMol25 dataset).

```
80
Properties=species:S:1:pos:R:3
H 0.654 -0.072 4.070
H -2.164 -0.422 -2.317
H -0.725 3.177 -6.864
C 0.623 -2.613 2.101
H -0.225 3.847 2.103
H -0.356 -3.906 0.623
H -1.331 -4.363 4.844
H 1.642 -3.762 -1.552
C -2.725 0.611 3.178
H 1.979 1.817 -5.916
C -1.048 -4.267 2.682
C 3.623 0.667 -0.410
C 0.421 -0.920 -1.155
H 4.044 -0.733 2.012
C 1.225 1.591 -5.154
H -5.956 0.092 4.161
H -1.575 0.847 -1.212
C 1.319 -1.680 1.251
C -0.917 2.061 -4.107
C -2.647 -0.281 2.135
C 1.144 1.155 2.386
C -0.561 2.956 1.547
H 3.392 0.206 -5.065
C -1.839 0.625 -2.260
H 2.551 -1.299 -4.750
C -0.292 -3.647 1.701
H 0.829 3.863 -6.350
C 1.285 2.737 -1.040
H -5.842 -1.574 2.211
C 0.406 0.227 -3.402
C -0.139 3.499 -5.993
H -2.722 1.243 -2.483
N 0.580 -0.889 -2.547
H 1.311 -2.450 -4.009
H 4.049 -0.321 -0.189
C -0.768 0.983 -3.249
C -4.975 -0.941 2.521
C 1.229 -2.843 -1.792
H -1.823 1.206 3.411
C 1.394 1.900 0.183
C -0.795 -3.935 4.021
H -1.823 -5.008 2.433
H 0.455 -2.675 5.354
H 1.666 2.196 -1.917
H 4.438 1.405 -0.302
N 0.616 -2.221 -0.807
C -3.813 -1.052 1.846
C 0.761 1.000 3.817
C 3.247 -0.311 2.635
H 2.704 -1.135 3.118
C 0.551 1.987 1.370
N -3.475 -1.790 0.692
C 0.071 2.363 -5.048
C 1.443 0.508 -4.317
H 2.356 -2.048 1.061
C 2.466 0.972 0.478
H 1.857 3.677 -0.949
H -1.394 2.511 2.105
H 3.314 0.676 -1.464
N 0.927 -2.393 3.415
C 2.710 -0.289 -4.360
H -3.972 1.451 4.729
Mn 0.559 0.044 0.531
C 2.300 0.529 1.836
H -0.950 3.287 0.576
H -1.728 -1.903 -0.537
N -1.672 -0.587 1.155
C 1.124 -2.158 -2.968
H -0.186 1.510 4.035
C -2.209 -1.484 0.360
H 3.253 -0.364 -3.406
H -1.837 2.651 -4.051
H -0.680 4.311 -5.499
H 1.526 1.426 4.497
H 3.727 0.272 3.440
C -3.900 0.746 3.903
H 0.238 2.995 -1.245
C -5.048 -0.039 3.576
H -4.095 -2.444 0.242
C 0.199 -3.009 4.338
```

Results
**2S+1**: 5
**Net charge**: -1
**Electronic energy**: -2781.727324 Ha
**Orbital gap (alpha / beta)**: 3.806 / 5.016 eV
**HOMO level (alpha / beta)**: -1.16 / -2.37 eV
**⟨S²⟩**: 6.050
**Maximum force**: 2.84 eV/Å

***

Entry 6:
# C3H2Br2O2

A molecular structure, C3H2Br2O2 (ωB97M-V with the def2-TZVPD basis set, the OMol25 dataset).

```
9
Properties=species:S:1:pos:R:3
O -1.681 1.039 0.420
Br 2.052 -1.619 1.055
C -1.090 0.662 -0.575
H -0.007 -0.224 1.571
Br 1.384 1.368 0.217
C 0.712 -0.361 0.807
C -0.237 -0.594 -0.590
O -0.084 -1.529 -1.283
H -1.049 1.257 -1.621
```

Results
**ΔE to the lowest compared entry with this formula, charge and spin**: 163.80 kJ/mol
**Electronic energy**: -5413.953201 Ha
**Orbital gap**: 9.165 eV
**HOMO level**: -9.77 eV
**Maximum force**: 4.53 eV/Å

***

Entry 7:
# C3H5GaO4

A molecular structure, C3H5GaO4 (ωB97M-V with the def2-TZVPD basis set, the OMol25 dataset).

```
13
Properties=species:S:1:pos:R:3
C -0.021 0.204 -1.703
H -1.171 0.578 -3.151
O -1.148 -0.004 -2.382
H 1.948 -0.181 0.028
H -0.398 1.172 0.484
O 0.516 1.299 -1.665
Ga -0.208 -0.251 3.717
H 1.340 1.393 1.507
H 1.066 -1.277 0.993
O 0.106 -0.735 -0.801
C 0.436 0.818 1.213
O -0.295 0.481 2.324
C 0.933 -0.357 0.409
```

Results
**2S+1**: 2
**ΔE to the lowest compared entry with this formula, charge and spin**: 218.27 kJ/mol
**Net charge**: +1
**Electronic energy**: -2342.676388 Ha
**Orbital gap (alpha / beta)**: 8.643 / 4.681 eV
**HOMO level (alpha / beta)**: -14.02 / -14.01 eV
**⟨S²⟩**: 0.755
**Maximum force**: 6.95 eV/Å

***

Entry 8:
# C2H4S2

2 unconnected molecules or ions with the total composition C2H4S2 (ωB97M-V with the def2-TZVPD basis set, the OMol25 dataset).

```
8
Properties=species:S:1:pos:R:3
C -0.853 0.474 0.415
C -0.913 0.716 -0.827
H 2.007 -0.227 0.458
H 2.866 -0.429 -1.317
H -0.429 0.268 1.358
H -0.667 0.528 -1.906
S 3.251 -0.135 -0.067
S -2.275 1.655 0.031
```

Results
**ΔE to the lowest compared entry with this formula, charge and spin**: 272.27 kJ/mol
**Electronic energy**: -874.856441 Ha
**Orbital gap**: 8.725 eV
**SMILES**: C1=CS1.S
**HOMO level**: -8.04 eV
**Maximum force**: 1.67 eV/Å

***

> Look up the electronic energy of the first one.

-1590.060018 Ha

***

> Number 1 is which compound?

C32H71N6